Record 1
Below is CH5IOSi in the gas phase, with properties calculated with ωB97M-V/def2-TZVPD.

Positions of all 9 atoms, in Å:
1 C -1.01688 -0.60262 0.53237
2 O 0.32552 -0.43877 0.37969
3 Si 0.81279 1.18337 1.28167
4 I 0.56061 1.33047 3.72907
5 H -1.65906 -0.07487 -0.06246
6 H -1.37553 -0.38207 1.61979
7 H -1.38588 -1.66409 0.33758
8 H -0.27737 2.26182 0.82725
9 H 2.35518 1.20199 0.97379

Forces on atoms 1 to 2 (eV/Å):
-1.999 -3.075 3.528
2.339 3.827 1.837

Electronic energy: -703.5206 a.u.
Relative energy (zero: lowest compared OMol25 entry of this formula, charge and spin): 51.0 kcal/mol

***

Record 2
Below is 2 unconnected molecules or ions with the total composition CH5IOSi, with properties calculated with ωB97M-V/def2-TZVPD.

Positions of all 9 atoms, in Å:
1 C 0.80271 0.96584 -0.26777
2 O 0.10547 -1.66168 0.48514
3 Si -0.34678 -0.45816 -0.48790
4 I -2.67132 0.21501 0.02753
5 H 0.51269 1.96612 -0.52848
6 H 0.59592 1.46175 2.06262
7 H 1.86103 0.80818 -0.16095
8 H -0.46273 -2.38139 0.74328
9 H -0.39699 -0.91566 -1.87347

Forces on atoms 1 to 2 (eV/Å):
-0.396 -0.204 0.963
0.583 -0.255 0.475

Electronic energy: -703.4559 a.u.
Relative energy (zero: lowest compared OMol25 entry of this formula, charge and spin): 91.6 kcal/mol

***

Record 3
Below is CH5N in the gas phase, with properties calculated with ωB97M-V/def2-TZVPD.

Positions of all 7 atoms, in Å:
1 C 0.55233 -0.41809 0.08896
2 H 0.77872 -0.73750 -0.94876
3 H 1.24182 0.20961 0.61389
4 H 0.49685 -1.26352 0.89094
5 H -1.45279 -0.09210 -0.57667
6 H -1.07970 0.96502 0.54046
7 N -0.47127 0.48957 -0.15052

Forces on atoms 1 to 2 (eV/Å):
0.947 -1.521 1.769
0.932 -0.369 1.137

Electronic energy: -95.7855 a.u.
Relative energy (zero: lowest compared OMol25 entry of this formula, charge and spin): 33.3 kcal/mol

***

Record 4
Below is a gas-phase ion, CH5N2O (charge +1), with properties calculated with ωB97M-V/def2-TZVPD.

Positions of all 9 atoms, in Å:
1 C -0.29695 -0.36721 0.05192
2 N -1.53374 0.01060 0.08515
3 N 0.76095 0.49611 0.05551
4 O 2.02398 -0.06115 0.03495
5 H -0.13791 -1.41358 -0.26839
6 H -2.21129 -0.70325 -0.32716
7 H -1.97269 0.80243 0.63827
8 H 0.94700 1.51623 0.55687
9 H 2.42065 -0.28018 -0.82710

Forces on atoms 1 to 2 (eV/Å):
2.117 1.655 -1.118
-3.281 -0.491 0.603

Electronic energy: -225.5075 a.u.
Relative energy (zero: lowest compared OMol25 entry of this formula, charge and spin): 62.5 kcal/mol
Net charge: +1

***

Record 5
Below is a molecular structure, CH5N2O2, with properties calculated with ωB97M-V/def2-TZVPD.

Positions of all 10 atoms, in Å:
1 C -0.87356 0.08997 -1.24943
2 N 0.88630 -0.11405 1.80359
3 N 0.55765 -0.15362 -1.09243
4 O 1.13947 0.76469 -0.30548
5 O 0.76618 -1.44718 1.66522
6 H -1.33674 -0.72454 -1.78535
7 H -1.32248 -0.04422 -0.11759
8 H -1.00341 1.07906 -1.71185
9 H -0.10634 0.20789 2.00818
10 H 1.29294 0.34198 0.78515

Forces on atoms 1 to 2 (eV/Å):
0.309 -0.102 3.362
-1.627 -2.410 1.147

Electronic energy: -300.9142 a.u.
Relative energy (zero: lowest compared OMol25 entry of this formula, charge and spin): 169.0 kcal/mol
Net charge: -1

***

Record 6
Below is 2 unconnected molecules or ions with the total composition CH5N2O2, with properties calculated with ωB97M-V/def2-TZVPD.

Positions of all 10 atoms, in Å:
1 C 1.93460 0.03840 -0.66616
2 N -1.91535 -0.14187 0.59989
3 N 1.67787 0.87888 0.34830
4 O 0.45514 1.30839 0.51057
5 O -2.51067 0.17226 -0.69765
6 H -1.70293 0.42066 -1.17328
7 H 1.21752 -0.26374 -1.32553
8 H 2.95838 0.00653 -0.93284
9 H -2.22715 0.61387 1.28467
10 H -0.98325 0.28985 0.51508

Forces on atoms 1 to 2 (eV/Å):
0.755 2.794 3.548
-0.399 1.167 1.387

Electronic energy: -300.9715 a.u.
Relative energy (zero: lowest compared OMol25 entry of this formula, charge and spin): 133.0 kcal/mol
Net charge: -1

***

Record 7
Below is a gas-phase ion, CH5N2O2 (charge +1), with properties calculated with ωB97M-V/def2-TZVPD.

Positions of all 10 atoms, in Å:
1 C 0.14750 -0.93169 -0.00198
2 N -0.69057 1.52116 0.50139
3 N 0.14806 0.78996 -0.17836
4 O -0.75920 2.71320 0.30563
5 O 0.81632 1.30189 -1.16360
6 H 0.56635 -1.19028 -1.05164
7 H -0.79131 -1.33437 0.15087
8 H 0.86586 -1.27217 0.85311
9 H -1.15620 0.94849 1.17827
10 H 1.15990 2.19075 -0.82435

Forces on atoms 1 to 2 (eV/Å):
4.566 1.838 -1.424
2.390 0.485 -2.678

Electronic energy: -300.6185 a.u.
Relative energy (zero: lowest compared OMol25 entry of this formula, charge and spin): 93.4 kcal/mol
Net charge: +1

***

Record 8
Below is CH5N2O2PSi in the gas phase, with properties calculated with ωB97M-V/def2-TZVPD.

Positions of all 12 atoms, in Å:
1 C 1.24018 -0.99927 0.53632
2 N 1.12232 0.14073 0.31453
3 N 0.61936 2.41319 1.11818
4 O 0.21629 1.85260 -1.30687
5 O -1.74140 -0.92146 0.11376
6 Si -0.83978 -1.84174 0.93130
7 P -0.09029 1.23416 0.13389
8 H 1.40959 2.81477 0.64440
9 H 0.23625 2.96706 1.83742
10 H -0.55836 1.92973 -1.82744
11 H -0.65945 -1.30495 2.24969
12 H -0.20445 -3.20228 0.49794

Forces on atoms 1 to 2 (eV/Å):
0.476 -0.134 0.125
1.822 -1.839 -0.542

Electronic energy: -931.9024 a.u.
Relative energy (zero: lowest compared OMol25 entry of this formula, charge and spin): 73.0 kcal/mol

***

Record 9
Below is a molecular structure, CH5N2OP, with properties calculated with ωB97M-V/def2-TZVPD.

Positions of all 10 atoms, in Å:
1 C -0.27382 -1.19893 -0.42566
2 N -0.85612 1.03516 0.11483
3 N -0.37855 -0.21151 0.59922
4 O 2.27958 0.86389 -0.56360
5 P 1.86294 -0.13447 0.42559
6 H -0.60516 -2.25191 -0.43360
7 H -0.13668 -0.68030 -1.32817
8 H -0.64780 1.74362 0.79827
9 H -0.36107 1.41742 -0.68902
10 H -0.88331 -0.58298 1.50214

Forces on atoms 1 to 2 (eV/Å):
2.272 0.174 0.854
-1.719 1.002 0.341

Electronic energy: -567.0805 a.u.
Relative energy (zero: lowest compared OMol25 entry of this formula, charge and spin): 84.1 kcal/mol

***

Record 10
Below is 2 unconnected molecules or ions with the total composition CH5N2OPS, with properties calculated with ωB97M-V/def2-TZVPD.

Positions of all 11 atoms, in Å:
1 C -0.64941 0.37143 -0.60798
2 N -0.02763 0.46061 -1.77216
3 N -0.09425 -0.68270 0.15042
4 O -1.50230 1.07920 -0.20742
5 P -0.67293 -0.61655 1.67310
6 S 2.62974 0.41810 0.34144
7 H 0.77613 -0.15045 -1.83053
8 H -0.14654 1.26139 -2.46205
9 H -1.21797 -2.01256 1.86158
10 H -1.73000 0.18548 1.42744
11 H 2.63516 -0.31396 1.42616

Forces on atoms 1 to 2 (eV/Å):
2.176 -0.975 -0.220
0.892 1.194 -2.899

Electronic energy: -965.2795 a.u.
Relative energy (zero: lowest compared OMol25 entry of this formula, charge and spin): 72.8 kcal/mol

***

Record 11
Below is 2 unconnected molecules or ions with the total composition CH5N2OS, with properties calculated with ωB97M-V/def2-TZVPD.

Positions of all 10 atoms, in Å:
1 C -1.26717 -0.20159 1.36519
2 N 1.08836 0.15869 -1.55105
3 N -0.13907 0.15797 0.98855
4 O -2.35247 -0.81282 0.96723
5 S -2.19911 -0.40506 2.77653
6 H 0.94267 -0.45302 -2.35471
7 H 0.48877 0.93281 -1.82030
8 H 0.83726 -0.07407 -0.45638
9 H 2.09651 0.23634 -1.61345
10 H 0.50425 0.46074 1.69838

Forces on atoms 1 to 2 (eV/Å):
0.077 -0.435 1.251
-0.032 -0.879 0.806

Electronic energy: -623.7050 a.u.
Relative energy (zero: lowest compared OMol25 entry of this formula, charge and spin): 48.2 kcal/mol
Net charge: +1

***

Record 12
Below is CH5N2P in the gas phase, with properties calculated with ωB97M-V/def2-TZVPD.

Positions of all 9 atoms, in Å:
1 C -1.04118 -0.43473 0.09936
2 N 2.77826 0.65273 0.11097
3 N 0.23023 0.19838 0.17198
4 P 1.84099 -0.53235 -0.17172
5 H -1.15845 -1.49171 0.08834
6 H -1.69390 -0.10910 0.97012
7 H -1.48330 -0.21632 -0.80500
8 H 3.79517 0.71892 -0.20307
9 H 0.09660 1.17541 0.35770

Forces on atoms 1 to 2 (eV/Å):
-1.178 0.137 2.258
2.096 0.783 -0.783

Electronic energy: -491.9326 a.u.
Relative energy (zero: lowest compared OMol25 entry of this formula, charge and spin): 9.3 kcal/mol

***

Record 13
Below is CH5N2P in the gas phase, with properties calculated with ωB97M-V/def2-TZVPD.

Positions of all 9 atoms, in Å:
1 C 0.70833 -0.09074 0.20834
2 N -2.31895 0.91288 0.07450
3 N -0.11512 -0.61925 -0.91360
4 P -2.04733 -0.59725 0.16900
5 H 0.41460 0.89790 0.59011
6 H 0.59119 -0.93707 0.87868
7 H 1.76824 0.03032 -0.06283
8 H -3.05283 1.37736 0.68642
9 H -0.40718 0.06514 -1.51966

Forces on atoms 1 to 2 (eV/Å):
-0.182 -0.268 -1.147
-1.015 0.971 1.260

Electronic energy: -491.8767 a.u.
Relative energy (zero: lowest compared OMol25 entry of this formula, charge and spin): 44.3 kcal/mol

***

Record 14
Below is a gas-phase ion, CH5N2S (charge +1), with properties calculated with ωB97M-V/def2-TZVPD.

Positions of all 9 atoms, in Å:
1 C -0.21302 0.03595 0.45401
2 N -0.90757 1.01652 -0.35420
3 N 0.88192 -0.51230 -0.27599
4 S -1.91778 -0.39088 0.06574
5 H -0.11534 0.26362 1.43070
6 H -1.05320 1.88040 0.08919
7 H 1.84085 -0.46705 0.17571
8 H 0.82794 -0.16670 -1.24519
9 H 0.65619 -1.65956 -0.33997

Forces on atoms 1 to 2 (eV/Å):
-3.211 1.599 -2.476
0.998 -2.170 -0.805

Electronic energy: -548.4582 a.u.
Relative energy (zero: lowest compared OMol25 entry of this formula, charge and spin): 49.7 kcal/mol
Net charge: +1

***

Record 15
Below is 2 unconnected molecules or ions with the total composition CH5N2S, with properties calculated with ωB97M-V/def2-TZVPD.

Positions of all 9 atoms, in Å:
1 C 1.27171 0.31617 -0.41694
2 N 2.44600 -0.45352 -0.36066
3 N -2.12476 -0.01662 0.62136
4 S 2.49457 1.22779 -1.11379
5 H 0.27060 0.03110 -0.45614
6 H 2.79947 -1.30978 -0.93294
7 H -1.82211 0.25750 1.62379
8 H -2.69341 -0.75556 0.76774
9 H -2.64207 0.70292 0.26757

Forces on atoms 1 to 2 (eV/Å):
6.183 -2.375 -2.118
-1.603 0.910 -0.509

Electronic energy: -548.3800 a.u.
Relative energy (zero: lowest compared OMol25 entry of this formula, charge and spin): 98.8 kcal/mol
Net charge: +1

***

Record 16
Below is CH5N3O in the gas phase, with properties calculated with ωB97M-V/def2-TZVPD.

Positions of all 10 atoms, in Å:
1 C 0.26931 -0.26297 -0.56199
2 H -0.13030 1.33997 2.23227
3 H -1.29053 -0.03176 1.48379
4 H -0.57367 1.74763 -0.54972
5 H -0.23232 -1.37727 1.23812
6 H 0.45610 -2.35741 -0.09621
7 N -0.81060 0.96163 1.41791
8 N -0.03815 1.03671 0.14456
9 N 0.15948 -1.39652 0.23130
10 O 0.62247 -0.24451 -1.68659

Forces on atoms 1 to 2 (eV/Å):
-1.064 1.434 3.261
-2.207 -2.089 -2.374

Electronic energy: -280.5580 a.u.
Relative energy (zero: lowest compared OMol25 entry of this formula, charge and spin): 29.2 kcal/mol

***

Record 17
Below is CH5N3O in the gas phase, with properties calculated with ωB97M-V/def2-TZVPD.

Positions of all 10 atoms, in Å:
1 C 0.11607 0.15770 -0.11820
2 H 2.01574 -0.16164 0.43060
3 H 1.16039 -1.56416 0.16506
4 H 1.07838 1.86369 -0.07872
5 H -0.84522 -1.63385 0.20828
6 H -1.80864 1.03221 -0.21200
7 N 1.30833 -0.55453 -0.13167
8 N 0.12179 1.46288 -0.06044
9 N -0.95060 -0.64480 -0.23214
10 O -2.19624 0.04250 0.02923

Forces on atoms 1 to 2 (eV/Å):
2.818 2.019 0.515
0.788 0.609 0.555

Electronic energy: -280.5316 a.u.
Relative energy (zero: lowest compared OMol25 entry of this formula, charge and spin): 45.8 kcal/mol

***

Record 18
Below is CH5N3O in the gas phase, with properties calculated with ωB97M-V/def2-TZVPD.

Positions of all 10 atoms, in Å:
1 C -0.31902 -0.39538 -0.40858
2 H 1.12165 2.07829 1.07085
3 H 0.73011 0.70240 2.05365
4 H -1.31401 1.09708 0.59333
5 H 0.90249 -1.93372 -0.92071
6 H 1.63550 -0.14372 -0.34573
7 N 0.81129 1.13608 1.08883
8 N -0.38253 0.88403 0.27060
9 N 0.94391 -0.86200 -0.48936
10 O -1.34629 -0.94185 -0.76131

Forces on atoms 1 to 2 (eV/Å):
-0.757 1.494 1.438
-0.269 0.813 0.127

Electronic energy: -280.5818 a.u.
Relative energy (zero: lowest compared OMol25 entry of this formula, charge and spin): 14.2 kcal/mol

***

Record 19
Below is CH5N3O in the gas phase, with properties calculated with ωB97M-V/def2-TZVPD.

Positions of all 10 atoms, in Å:
1 C 0.58592 0.58027 0.33306
2 N 0.14719 -0.69732 -0.14941
3 O 1.62190 0.29669 1.24579
4 N -0.90980 -0.82321 -0.99147
5 N -1.76404 0.05600 -0.80438
6 H 1.21648 -0.32543 1.87318
7 H 0.90601 -1.30772 -0.42961
8 H -2.56633 -0.06377 -1.43414
9 H -0.21651 1.11052 0.85286
10 H 0.97917 1.17397 -0.49589

Forces on atoms 1 to 2 (eV/Å):
0.093 0.315 0.697
-0.456 -0.929 -0.729

Electronic energy: -280.5385 a.u.
Relative energy (zero: lowest compared OMol25 entry of this formula, charge and spin): 41.4 kcal/mol

***

Record 20
Below is 2 unconnected molecules or ions with the total composition CH5N3O, with properties calculated with ωB97M-V/def2-TZVPD.

Positions of all 10 atoms, in Å:
1 C -0.19526 0.93204 -0.09095
2 N 3.30887 0.61648 -0.28373
3 N 1.00053 -1.02485 0.04984
4 N 0.34940 -0.21628 -0.74480
5 O 3.00422 -0.32322 0.35602
6 H -0.73316 1.50931 -0.83804
7 H -0.87882 0.65649 0.72490
8 H 0.59446 1.55986 0.33688
9 H 1.29738 -1.89421 -0.37198
10 H 0.86661 -1.01303 1.06334

Forces on atoms 1 to 2 (eV/Å):
0.038 -0.005 0.246
-0.671 -2.125 1.437

Electronic energy: -280.4283 a.u.
Relative energy (zero: lowest compared OMol25 entry of this formula, charge and spin): 110.6 kcal/mol